Molecular formula: C4H6Br4
Method: DFT, ωB97M-V/def2-TZVPD

## Properties
F_max = 0.4 eV/A
gap between HOMO and LUMO = 10.34 eV
spin multiplicity = 1

Last column: natural (NBO) charge in e.
CARTESIAN COORDINATES (ANGSTROEM)
1 C -1.34141 -1.48991 0.00840  -0.69
2 C 1.28170 1.41020 0.05144  -0.47
3 C -0.05131 0.70594 -0.11730  -0.34
4 C -0.01989 -0.78063 0.20552  -0.08
5 Br 1.06719 3.33291 -0.18012  0.01
6 Br -0.65603 0.95105 -1.97606  0.02
7 Br 0.48852 -0.96600 2.12113  0.04
8 Br 1.36683 -1.67749 -0.86285  0.05
9 H -1.26338 -2.52746 0.32993  0.24
10 H -2.12170 -1.00325 0.59382  0.23
11 H -1.62886 -1.47890 -1.04230  0.25
12 H 1.68436 1.25953 1.05406  0.25
13 H 2.00788 1.07968 -0.69249  0.24
14 H -0.81389 1.18432 0.50683  0.25

Cartesian forces (eV/Å) of the 3 atoms listed first:
C -0.05 -0.24 -0.02
C 0.13 0.21 -0.10
C 0.04 0.27 -0.18

---

Molecular formula: C4H6BrClN5
Method: DFT, ωB97M-V/def2-TZVPD

## Properties
F_max = 5.1 eV/A
charge = +1
gap between HOMO and LUMO = 7.54 eV
spin multiplicity = 1

Last column: natural (NBO) charge in e.
CARTESIAN COORDINATES (ANGSTROEM)
1 C 1.14299 -0.73008 0.98697  -0.28
2 C 0.34900 0.33985 0.47685  0.47
3 C 0.38824 -2.82667 -0.11429  0.30
4 C -0.78826 -0.93966 -1.39567  -0.26
5 N 0.99609 -1.96526 0.40374  -0.27
6 N 0.06654 3.66639 0.97086  -0.33
7 N -0.21118 2.58697 0.42619  0.00
8 N -0.64282 0.15898 -0.40739  -0.58
9 N 0.44588 1.58886 1.05433  -0.44
10 Cl -1.80651 -2.28722 -0.90461  0.12
11 Br 0.50217 -4.52095 -0.84578  0.33
12 H 2.04064 -0.40225 1.40909  0.25
13 H 0.10866 -1.16806 -1.89239  0.23
14 H -1.35705 -0.46448 -2.29364  0.26
15 H -0.53590 4.29205 0.59934  0.34
16 H -1.33153 0.86244 -0.49630  0.44
17 H 0.63304 1.80910 2.02267  0.43

Cartesian forces (eV/Å) of the 3 atoms listed first:
C -1.58 1.68 -2.14
C 0.17 -1.94 1.83
C 2.15 -1.88 0.70

---

Molecular formula: C4H6BrF
Method: DFT, ωB97M-V/def2-TZVPD

## Properties
F_max = 7.9 eV/A
structure (SMILES) = C/C(F)=C(/C)Br
gap between HOMO and LUMO = 8.75 eV
spin multiplicity = 1

Last column: natural (NBO) charge in e.
CARTESIAN COORDINATES (ANGSTROEM)
1 C 0.63343 0.03126 0.27125  0.42
2 C -0.82878 -0.01099 -0.35175  -0.22
3 C 1.37936 -1.19177 0.69094  -0.74
4 C -1.83684 1.09860 -0.58514  -0.67
5 F 1.29308 1.15587 0.22446  -0.31
6 Br -1.35055 -1.78910 -0.45754  0.07
7 H 2.54359 -1.00248 0.96552  0.24
8 H 0.90686 -1.65845 1.63980  0.25
9 H 1.42600 -2.04981 -0.08249  0.25
10 H -1.47352 2.08273 -0.75692  0.24
11 H -2.34843 1.18636 0.43408  0.23
12 H -2.64983 0.78414 -1.41622  0.24

Cartesian forces (eV/Å) of the 3 atoms listed first:
C -6.98 -1.26 -3.55
C 7.09 0.72 2.73
C 2.28 -1.72 1.19

---

Number 1: calculated total energy -10452.0809 Ha. Number 2: calculated total energy -3463.5851 Ha. Number 3: calculated total energy -2829.7894 Ha.